Formula: C4H15BFN2
Source: the Open Molecules 2025 dataset
Level of theory: ωB97M-V with the def2-TZVPD basis set

XYZ file:
```
23
Properties=species:S:1:pos:R:3:forces:R:3:lowdin_charge:R:1
N -1.467943 -1.794045 0.267462 0.34 -0.02 -1.03 0.001
C -0.327601 -0.843469 0.260753 -0.08 -0.03 -0.06 -0.305
C -0.296451 0.003168 1.526816 0.00 -0.07 0.12 -0.204
C 1.006175 0.776445 1.722813 0.06 -0.02 -0.01 -0.210
C 1.322105 1.825190 0.630981 0.15 0.04 -0.01 -0.147
B 0.462754 3.119072 0.809865 0.08 0.01 0.02 -0.266
F -0.860765 3.021803 0.684705 -0.10 0.04 -0.06 0.143
H -2.220708 -1.495563 -0.344412 -0.24 0.17 0.41 0.066
H -1.194338 -2.716436 -0.054059 -0.01 -0.13 0.40 0.061
H 0.610215 -1.409879 0.183445 -0.08 0.04 0.06 0.121
H -0.381931 -0.180584 -0.618795 0.11 0.04 0.10 0.088
H -1.154734 0.681178 1.530683 0.03 -0.09 0.01 0.115
H -0.417220 -0.685525 2.368961 -0.08 0.08 -0.07 0.122
H 0.960682 1.266570 2.701721 0.06 -0.07 -0.08 0.119
H 1.836181 0.063030 1.784092 -0.07 0.05 0.00 0.113
H 1.153657 1.396460 -0.366033 0.01 0.03 0.05 0.088
H 2.381632 2.092579 0.674157 -0.07 -0.07 0.01 0.099
H 0.908115 4.190274 1.088629 -0.09 0.00 -0.01 0.081
N -0.463987 -1.862603 -2.972426 -0.03 0.04 0.02 0.331
H -1.013071 -2.616687 -3.390142 0.01 0.00 -0.01 0.164
H -0.586229 -1.009058 -3.521675 0.01 0.01 0.00 0.165
H -0.781141 -1.699484 -2.001505 0.00 -0.04 0.13 0.090
H 0.524603 -2.122437 -2.966036 0.01 0.00 0.01 0.165
```
Forces are in eV/Å.

Multiplicity: 1
E_HOMO, eV: -13.19
Total charge: +1
Gap between HOMO and LUMO, eV: 8.78



Formula: C2H5BrS
Source: the Open Molecules 2025 dataset
Level of theory: ωB97M-V with the def2-TZVPD basis set

XYZ file:
```
9
Properties=species:S:1:pos:R:3:forces:R:3:lowdin_charge:R:1
C -0.629956 0.052437 -0.206212 3.74 1.11 -1.50 -0.135
C 1.103568 -0.290936 -0.178059 -3.33 0.48 -0.56 -1.080
S 1.520969 -0.615492 1.517033 0.86 -1.55 -0.15 0.666
Br 2.107680 1.153407 -1.113589 -0.42 -0.62 0.56 0.539
H -0.852551 0.588906 0.724514 -0.02 -0.21 -0.46 0.042
H -0.752563 0.697808 -1.132576 -0.24 -0.80 1.27 0.054
H -1.140736 -0.885103 -0.302669 -0.26 -0.40 0.10 0.037
H 1.296534 -1.215351 -0.770142 -0.13 0.79 0.59 0.034
H 1.517087 0.584381 2.017910 -0.21 1.20 0.14 -0.157
```
Forces are in eV/Å.

Structure (SMILES): C[C@H](S)Br
Multiplicity: 1
E_HOMO, eV: -9.28
Relative energy (zero: lowest compared OMol25 entry of this formula, charge and spin), kcal/mol: 10.3
Gap between HOMO and LUMO, eV: 9.96



Formula: C3H15NO4
Source: the Open Molecules 2025 dataset
Level of theory: ωB97M-V with the def2-TZVPD basis set

XYZ file:
```
23
Properties=species:S:1:pos:R:3:forces:R:3:lowdin_charge:R:1
C -1.488486 0.644688 -2.317723 1.71 0.55 1.89 -0.152
C -2.181802 -0.522540 -1.699385 1.81 2.23 0.37 -0.207
C -1.963351 -0.632674 -0.366728 -1.95 -1.71 -0.89 -0.194
N -2.765644 -1.650059 0.194550 1.32 0.40 -7.25 0.039
H -1.043203 1.297771 -1.490325 -0.14 -1.09 -0.80 0.078
H -0.664289 0.255551 -2.897399 0.23 0.61 -0.86 0.057
H -2.081907 1.402640 -2.754223 -0.89 0.26 -1.37 0.047
H -2.689933 -1.173952 -2.430753 -0.15 0.04 1.18 0.106
H -1.243972 -0.002845 0.272395 -1.59 -1.05 -1.09 0.132
H -2.848464 -1.694008 1.088423 -1.15 -0.87 6.69 -0.015
H -3.390517 -2.086307 -0.533617 0.87 0.66 2.19 0.120
H 0.836425 3.061822 0.628264 -0.02 0.65 0.95 0.013
H 1.988140 2.131464 0.823621 -1.53 2.88 2.89 0.096
O 1.454121 2.954452 1.385437 1.46 -3.65 -3.78 -0.174
H 0.115012 0.909954 3.646518 0.06 -1.72 -1.58 0.066
H 0.480208 0.095091 2.214455 -1.45 0.38 3.57 0.076
O 0.000174 0.031178 3.157581 1.44 1.41 -2.04 -0.159
H 2.941339 -0.292257 0.247028 0.80 1.76 0.50 0.079
H 3.862649 0.974551 0.618731 2.76 0.49 -0.37 0.015
O 3.020927 0.617714 0.655472 -3.48 -2.27 -0.28 -0.036
H 1.855973 -2.450567 -2.203025 -0.81 -2.07 -2.29 -0.006
H 1.421679 -1.621069 -1.104183 0.61 0.04 -0.17 0.047
O 2.227552 -1.877628 -1.596582 0.07 2.09 2.53 -0.028
```
Forces are in eV/Å.

Structure (SMILES): C/C=C/N.O.O.O.O
Multiplicity: 1
E_HOMO, eV: -7.78
Relative energy (zero: lowest compared OMol25 entry of this formula, charge and spin), kcal/mol: 81.9
Gap between HOMO and LUMO, eV: 8.05



Formula: C6H14O
Source: the Open Molecules 2025 dataset
Level of theory: ωB97M-V with the def2-TZVPD basis set

XYZ file:
```
21
Properties=species:S:1:pos:R:3:forces:R:3:lowdin_charge:R:1
C 0.851398 0.316714 0.163082 0.02 0.06 -0.02 -0.193
C 1.583675 -0.411472 1.320048 0.04 0.03 0.05 -0.196
C 1.163909 -1.885506 1.203860 0.03 -0.04 0.01 -0.210
C -0.263766 -1.811860 0.655343 -0.02 -0.02 0.02 -0.205
C -0.192151 -0.687748 -0.387810 -0.04 -0.01 -0.07 -0.203
O -2.182087 1.884264 -0.628797 0.11 0.07 0.23 -0.135
C -1.551447 2.310010 -1.820728 0.09 0.10 -0.34 -0.166
H 0.374155 1.234850 0.533982 0.12 -0.16 -0.04 0.087
H -1.518776 1.886767 0.073017 -0.20 0.02 -0.11 0.054
H 1.548519 0.631944 -0.622253 -0.12 -0.07 0.15 0.103
H 2.669956 -0.280223 1.275229 -0.17 -0.01 0.01 0.101
H 1.253328 -0.009335 2.286030 0.04 -0.08 -0.15 0.105
H 1.808013 -2.407326 0.483504 -0.09 0.08 0.08 0.110
H 1.235658 -2.421367 2.156753 0.00 0.08 -0.15 0.104
H -0.958315 -1.536656 1.460723 0.10 -0.03 -0.10 0.112
H -0.612190 -2.759272 0.229796 0.04 0.15 0.08 0.106
H 0.155312 -1.096123 -1.344919 -0.04 0.04 0.15 0.110
H -1.164563 -0.219150 -0.566107 0.18 -0.17 -0.01 0.084
H -0.654998 1.716725 -2.058178 -0.18 0.09 0.09 0.071
H -1.271820 3.372908 -1.782785 -0.04 -0.19 0.00 0.080
H -2.273811 2.171855 -2.629787 0.12 0.04 0.12 0.082
```
Forces are in eV/Å.

Structure (SMILES): C1CCCC1.CO
Multiplicity: 1
E_HOMO, eV: -10.38
Relative energy (zero: lowest compared OMol25 entry of this formula, charge and spin), kcal/mol: 17.6
Gap between HOMO and LUMO, eV: 11.36



Formula: C29H48Cl2N3O4SiTeV
Source: the Open Molecules 2025 dataset
Level of theory: ωB97M-V with the def2-TZVPD basis set

XYZ file:
```
89
Properties=species:S:1:pos:R:3:forces:R:3:lowdin_charge:R:1
C 2.768846 -2.503241 -3.335626 -0.13 -0.01 0.06 -0.029
C 2.204751 -1.758117 -4.518728 -0.16 -0.14 -1.14 -0.216
H 2.594992 -3.586607 -3.408164 0.01 0.29 0.02 0.077
H 2.325395 -2.124438 -2.404238 0.19 -0.21 -0.21 0.077
H 3.857818 -2.351653 -3.292178 -0.20 -0.02 0.05 0.093
C 2.263458 -2.216952 -5.789459 0.13 0.70 0.95 -0.125
C 2.867884 -3.517010 -6.201119 0.16 -0.44 -0.36 -0.115
H 1.939091 -1.589170 -6.620907 -0.03 -0.10 0.39 0.093
H 2.462836 -4.370969 -5.634557 0.22 0.24 -0.15 0.073
H 3.965214 -3.517513 -6.102473 -0.26 -0.05 0.14 0.078
H 2.662866 -3.677210 -7.269168 0.02 -0.17 0.29 0.064
V 0.469534 0.032281 1.788614 -0.35 -0.82 0.49 -0.113
Cl 1.725651 1.049354 0.077127 0.36 0.56 -1.36 -0.057
C -0.368801 2.768688 1.168064 -0.08 -1.82 0.69 -0.329
O -0.753531 1.651918 1.623379 0.02 2.72 -0.41 -0.206
N -1.221218 3.553700 0.514193 -0.31 0.15 -0.04 -0.169
C -2.590558 3.078478 0.366523 -0.01 0.01 -0.19 -0.033
C -0.751186 4.676346 -0.281733 0.17 -0.16 -0.03 -0.042
H 0.670073 3.115796 1.270697 -0.32 -0.12 0.03 0.097
H -2.958617 2.720703 1.338108 0.12 0.04 -0.38 0.095
H -2.649022 2.258037 -0.367903 -0.06 0.22 0.31 0.081
H -3.196041 3.920754 0.022355 -0.02 -0.14 0.04 0.082
H 0.110996 5.130510 0.220466 -0.21 -0.03 -0.16 0.096
H -1.562121 5.403733 -0.373511 0.20 0.02 0.05 0.082
H -0.443209 4.348801 -1.288820 -0.14 0.17 0.32 0.073
H -3.574637 1.449752 4.794248 0.16 -0.27 -0.06 0.094
H -1.762063 1.662730 7.336127 -0.04 -0.20 0.08 0.092
C -3.260869 0.423194 5.042480 0.32 -0.15 0.22 -0.028
C -1.810675 0.595100 7.075197 0.24 0.34 -0.16 -0.052
N -1.920269 0.403268 5.634031 -0.63 0.06 0.13 -0.181
H -3.307473 -0.212443 4.152561 0.10 0.25 0.14 0.082
C -0.787212 0.408330 4.909660 1.01 -0.63 -2.04 -0.246
O -0.698679 0.036226 3.720872 -0.81 0.59 2.62 -0.100
H -0.898806 0.096600 7.427743 -0.27 0.20 0.04 0.088
H 0.100118 0.763796 5.476173 -0.26 -0.34 -0.27 0.132
H -3.945679 0.043727 5.806658 -0.03 -0.04 -0.26 0.076
H -2.685048 0.154430 7.559889 0.18 -0.01 -0.02 0.079
H -1.072356 -4.763731 2.972706 -0.28 -0.12 -0.27 0.101
H -0.051668 -3.293206 0.261606 -0.55 -0.07 -0.15 -0.045
C -1.949919 -4.520898 2.347745 0.07 0.07 0.50 -0.062
C -1.125885 -3.559552 0.229595 0.45 -0.15 -0.43 -0.087
N -1.703651 -3.347049 1.544542 -0.21 0.06 0.25 -0.171
H -2.801048 -4.311271 3.000868 0.05 -0.30 0.04 0.082
C -1.703577 -2.148105 2.133734 0.90 1.38 -1.36 -0.279
O -1.354484 -1.099395 1.545484 -1.40 -2.06 1.04 -0.165
H -1.621558 -2.958052 -0.537610 -0.04 -0.16 0.23 0.079
H -2.016472 -2.155777 3.193762 -0.01 0.08 -0.20 0.138
H -2.179987 -5.353776 1.680290 -0.05 0.06 0.29 0.080
H -1.219912 -4.623396 -0.002603 -0.13 0.16 -0.10 0.079
O 0.735457 -0.524078 -3.088449 -0.29 -0.03 -0.47 -0.181
C 1.644707 -0.377835 -4.184851 -0.20 0.05 0.48 -0.265
C 0.065165 -0.128828 -6.207184 -0.09 0.40 -0.22 -0.081
C 1.077201 0.388959 -5.387617 0.66 -0.23 -0.09 -0.189
H -0.340239 -1.125443 -5.998682 0.15 0.50 -0.10 0.120
C -0.426295 0.634352 -7.281096 0.02 0.01 0.51 -0.081
H 2.488074 0.192447 -3.754068 -0.16 0.07 -0.36 0.155
C 1.709848 1.581457 -5.763939 -0.26 -0.14 -0.10 -0.034
H -1.226216 0.228499 -7.907720 0.19 0.21 0.28 0.101
C 0.083454 1.916525 -7.526811 0.40 -0.32 0.15 -0.101
C 1.225440 2.342255 -6.833381 -0.31 -0.05 0.28 -0.089
H 2.589530 1.890381 -5.190982 -0.35 0.07 -0.22 0.120
H -0.395199 2.574820 -8.251477 0.26 -0.28 -0.05 0.093
H 1.715098 3.282741 -7.095440 -0.23 -0.23 0.11 0.097
Si -0.727802 0.182549 -2.698220 0.55 -0.31 -0.09 0.389
Cl 1.491642 -2.012818 0.975232 0.59 -0.60 0.36 -0.048
C -2.009538 -0.551831 -3.849336 -0.39 0.21 -0.34 -0.166
C -0.621903 2.039652 -2.838765 -0.08 0.35 -0.41 -0.152
C -1.263864 -0.316036 -1.005565 0.14 0.29 0.00 -0.189
H -1.996236 -0.089044 -4.844368 -0.18 -0.19 0.24 0.007
H -3.001441 -0.401573 -3.399722 0.11 -0.06 -0.18 0.025
H -1.841541 -1.634703 -3.956233 -0.03 0.27 0.04 0.041
H -0.661451 -1.174454 -0.677746 -0.17 0.47 -0.02 -0.003
H -2.334907 -0.587795 -0.983005 0.39 0.02 -0.01 0.053
H -1.110517 0.510295 -0.284758 -0.05 -0.62 -0.46 -0.003
H -0.516098 2.349911 -3.889274 -0.04 0.02 0.21 0.026
H 0.230182 2.438561 -2.270561 -0.17 -0.27 -0.04 0.019
H -1.546829 2.487634 -2.446188 0.15 -0.04 -0.09 0.022
Te 2.584669 0.828892 3.090253 1.51 1.13 0.22 0.838
C 2.608142 0.734777 5.186488 0.02 -0.17 -0.10 -0.705
C 2.370412 -0.508303 5.806937 0.11 0.81 0.64 -0.185
C 2.422379 -0.590668 7.203175 -0.05 0.01 -0.29 -0.128
C 2.688595 0.549581 7.980311 -0.10 -0.13 -0.21 -0.142
C 2.929163 1.777119 7.353154 0.09 0.12 -0.51 -0.123
C 2.923472 1.875983 5.946840 -0.28 -0.83 0.77 -0.173
H 2.145845 -1.354915 5.153933 0.09 0.10 0.40 0.091
H 2.258755 -1.559736 7.676246 0.02 0.22 0.06 0.087
H 2.711630 0.468249 9.069095 0.00 0.06 -0.29 0.082
H 3.129077 2.672285 7.950536 -0.01 -0.32 -0.11 0.087
H 3.148835 2.803381 5.416538 -0.14 -0.20 0.30 0.074
```
Forces are in eV/Å.

Multiplicity: 4
E_HOMO (alpha / beta), eV: -2.36 / -3.04
Relative energy (zero: lowest compared OMol25 entry of this formula, charge and spin), kcal/mol: 33.2
Total charge: -1
Gap between HOMO and LUMO (alpha / beta), eV: 4.64 / 5.31



Formula: C7H7MgN2O6
Source: the Open Molecules 2025 dataset
Level of theory: ωB97M-V with the def2-TZVPD basis set

XYZ file:
```
23
Properties=species:S:1:pos:R:3:forces:R:3:lowdin_charge:R:1
O 5.020607 1.683427 0.053846 -0.34 -0.77 -2.63 0.009
C 4.882135 1.357561 -1.038345 0.31 0.76 2.63 0.024
Mg 0.017089 0.186578 -0.977401 0.03 0.92 0.85 0.666
O 1.246936 3.286923 -0.425201 -0.77 -2.75 -0.60 0.147
C 0.862175 2.205858 -0.514981 0.39 2.51 1.18 -0.031
C -1.571872 1.273910 -2.156934 -2.32 1.91 -1.13 0.040
O -2.292455 1.969334 -2.714397 2.14 -1.90 1.27 0.172
C 1.185593 -0.174224 -3.133685 2.41 1.23 -0.66 -0.324
O 1.501648 -0.511384 -4.247798 -1.30 -0.91 0.81 0.126
C 1.374643 1.264568 -2.695384 -1.18 -0.50 0.82 -0.327
O 2.008661 2.181661 -3.092805 0.21 -0.45 -0.35 0.117
H 0.717208 -0.844519 -2.260896 0.53 -0.40 -1.67 0.087
C -0.478544 -2.464080 2.911337 0.01 -0.23 0.18 -0.022
N -1.493459 -1.476865 2.551846 -0.16 0.45 -0.52 0.050
C -1.438144 -0.727380 1.446560 0.22 0.14 0.03 -0.517
N -2.435307 0.176941 1.234404 0.39 -0.47 0.06 0.198
O -0.452492 -0.828987 0.633136 -0.79 0.48 -0.20 -0.088
H 0.389936 -2.347736 2.260396 -0.23 0.02 0.16 0.091
H -0.883264 -3.476130 2.800308 0.12 0.21 0.01 0.100
H -0.182604 -2.309306 3.953346 -0.01 -0.03 -0.24 0.100
H -2.299494 -1.355422 3.158970 0.38 -0.15 -0.18 0.162
H -2.467107 0.711567 0.371312 -0.15 -0.27 0.59 0.092
H -3.211888 0.217704 1.882366 0.10 0.19 -0.37 0.129
```
Forces are in eV/Å.

Multiplicity: 1
E_HOMO (alpha / beta), eV: -10.78 / -11.07
Relative energy (zero: lowest compared OMol25 entry of this formula, charge and spin), kcal/mol: 35.9
Total charge: +1
Gap between HOMO and LUMO (alpha / beta), eV: 6.15 / 6.50